This record from OMol25 describes a cluster of 2 separate species, C4H13N3O in total in a non-equilibrium geometry. The level of theory is the ωB97M-V functional and the def2-TZVPD basis.

```
21
Properties=species:S:1:pos:R:3:forces:R:3:mulliken_charge:R:1
C 2.2607 1.4908 0.0621 0.213 3.650 -2.547 -0.712
C -0.6073 -1.5813 -0.0212 1.561 0.920 0.228 -1.026
C -2.1297 -0.1050 1.0166 0.058 2.376 -1.053 -1.020
C -1.4500 0.3442 -1.2113 1.021 0.784 1.017 -1.101
N 2.0050 0.3270 0.7349 0.015 -3.799 1.637 -0.084
N 2.5773 -0.9191 0.1551 -2.877 1.402 1.900 0.085
N -0.9865 -0.1301 0.1324 0.392 -0.617 -1.758 -0.109
O 3.4942 -0.8296 -0.5982 2.087 -0.122 -1.456 -0.405
H 2.9109 2.1007 0.7261 0.121 0.010 -0.885 0.287
H 2.7563 1.3028 -0.9822 -0.927 0.601 2.017 0.249
H 1.3178 2.1594 -0.0807 1.299 -1.373 -0.004 0.233
H -0.3797 -2.0192 1.0168 -0.508 0.519 -1.542 0.307
H -1.4858 -2.0821 -0.5132 1.022 -0.152 0.316 0.533
H 0.4011 -1.6039 -0.6160 -2.163 -0.339 0.836 0.262
H -2.8001 -0.9093 0.7288 -0.763 0.089 0.437 0.379
H -1.6936 -0.1593 1.9589 0.104 -0.895 2.116 0.346
H -2.5508 0.9531 1.0210 -0.072 -1.499 -0.340 0.330
H -1.8327 1.3676 -1.1410 -0.271 -0.249 0.310 0.349
H -0.6647 0.4535 -1.9630 0.229 -0.636 0.231 0.296
H -2.2121 -0.3322 -1.5331 -0.775 -0.372 -0.710 0.441
H 1.0697 0.1722 1.1072 0.234 -0.300 -0.751 0.355
```
Forces are in eV/Å.

Output
Multiplicity: 3
⟨S²⟩: 2.01
Electronic energy: -399.482115 Ha

***

This record from OMol25 describes a cluster of 2 separate species, C4H13N3O in total in a non-equilibrium geometry. The level of theory is the ωB97M-V functional and the def2-TZVPD basis.

```
21
Properties=species:S:1:pos:R:3:forces:R:3:mulliken_charge:R:1
C 0.3594 0.2368 2.5635 -2.361 -0.914 0.266 -1.159
C 0.0498 -1.0406 1.7024 -0.835 -0.243 2.748 -0.441
C -0.8079 -0.6986 0.4464 0.737 0.658 0.702 -0.556
N 0.1070 -0.8091 -0.7749 -3.998 0.576 -1.317 -0.121
C -0.6593 -0.0947 -1.9359 0.358 0.255 -0.854 0.408
N -0.0132 0.8332 -2.7102 3.139 -4.109 3.399 -0.340
N -1.8626 -0.5202 -1.9854 2.317 0.773 1.881 -0.394
H -0.6542 0.5303 3.0387 1.844 -0.557 -0.100 0.334
H 1.1719 0.0293 3.2724 -0.535 0.322 -0.059 0.336
H 0.5442 1.0881 1.9608 0.846 0.818 -0.694 0.319
H 0.9908 -1.5591 1.4930 -0.241 0.032 -0.432 0.386
H -0.4995 -1.7350 2.5104 0.874 1.161 -2.381 0.250
H -1.2333 0.3475 0.4490 1.033 -0.798 0.160 0.449
H -1.7492 -1.2604 0.4249 0.676 -0.647 -0.534 0.420
H 0.2878 -1.7758 -1.0678 0.500 0.052 0.388 0.328
H 1.0170 0.9934 -2.6235 -1.341 -0.206 0.283 0.308
H -0.5050 1.5300 -3.0922 -2.403 2.971 -2.051 0.218
H -2.4731 -0.2927 -2.7274 -0.588 -0.108 -1.390 0.255
H 1.2884 1.6814 -0.2542 -1.117 0.582 0.337 0.278
H 2.4288 0.8372 -0.2451 1.790 -4.423 1.122 0.316
O 2.2121 1.6790 -0.4448 -0.694 3.804 -1.474 -0.595
```
Forces are in eV/Å.

Output
Multiplicity: 2
⟨S²⟩: 0.76
Net charge: +1
Energy relative to the best compared isomer or geometry (same formula, charge and spin): 2.9284 eV

***

This record from OMol25 describes a cluster of 2 separate species, C4H13N4 in total in a non-equilibrium geometry. The level of theory is the ωB97M-V functional and the def2-TZVPD basis.

```
21
Properties=species:S:1:pos:R:3:forces:R:3:mulliken_charge:R:1
C -0.8895 -2.1897 0.4056 0.501 -0.741 -0.264 -0.002
C -1.6387 -1.1330 0.1097 -0.484 2.682 -0.210 -0.437
N -1.8659 -0.0053 0.8960 0.159 -1.989 -0.580 -0.424
N -0.7994 -3.2212 -0.7068 -0.866 1.215 0.597 -0.288
H -0.3391 -2.3659 1.3398 -0.272 -0.153 -0.748 0.360
H -2.1199 -1.0048 -0.8791 0.429 -0.361 0.325 0.215
H -1.6160 0.9073 0.4653 -0.191 -0.085 -0.050 0.266
H -1.5246 -0.1690 1.8214 0.210 0.521 0.587 0.250
H -1.1636 -4.1022 -0.3730 -0.424 -0.492 -0.180 0.351
H 0.1359 -3.4105 -1.0618 0.171 0.323 -0.054 0.342
H -1.4112 -2.8154 -1.4586 0.761 -0.935 0.532 0.348
C 2.6542 1.4655 0.2133 -0.559 -0.271 -0.739 -0.843
N 1.3287 1.3915 -0.4746 -0.230 0.767 0.842 -0.238
C 0.5144 2.4877 -0.3230 -1.743 -0.105 0.239 0.104
N -0.7979 2.3879 -0.2935 1.923 1.257 -0.038 -0.665
H 3.1903 0.5358 -0.0235 0.145 0.613 -0.148 0.306
H 3.1500 2.3820 -0.1661 0.008 -0.816 0.215 0.305
H 2.5844 1.5166 1.3013 -0.202 0.126 0.000 0.320
H 0.7650 0.5499 -0.3780 0.533 -0.039 0.033 0.238
H 1.0490 3.4465 -0.1920 -0.244 -0.431 -0.245 0.300
H -1.2063 3.3461 -0.2224 0.376 -1.087 -0.112 0.194
```
Forces are in eV/Å.

Output
Multiplicity: 1
Net charge: +1
Energy relative to the best compared isomer or geometry (same formula, charge and spin): 2.4223 eV

***

This record from OMol25 describes a cluster of 2 separate species, C4H13N4O in total in a non-equilibrium geometry. The level of theory is the ωB97M-V functional and the def2-TZVPD basis.

```
22
Properties=species:S:1:pos:R:3:forces:R:3:mulliken_charge:R:1
C 0.6597 0.0924 -2.2800 1.509 0.814 0.172 -0.952
C -0.5760 1.9803 -1.4147 0.998 3.117 -0.613 -0.501
N -0.6756 1.5345 -0.1475 0.170 -1.298 1.389 -0.248
N -0.2728 1.2060 -2.5147 0.037 -3.080 -0.804 -0.207
N -1.2406 3.1781 -1.7273 -0.156 -0.426 0.049 -0.281
H -0.0649 0.7960 0.1993 -0.445 0.604 -0.292 0.487
H -1.3827 1.8316 0.5183 -0.238 -0.077 -0.596 0.206
H 0.1596 1.6357 -3.3138 -0.475 1.114 0.230 0.308
H -1.5302 3.3777 -2.6647 -0.125 -0.112 -0.010 0.208
H -1.4089 3.8669 -1.0264 0.115 0.099 0.078 0.157
H 1.6309 0.4992 -1.9806 0.225 0.524 0.981 0.404
H 1.0818 -0.2863 -3.2157 -1.310 -0.799 -0.186 0.389
H 0.4262 -0.6213 -1.4870 -0.539 -0.100 -0.656 0.179
C -0.4963 -2.7481 2.1534 -1.954 -1.147 -1.205 -1.158
C 0.4478 -1.6544 1.8556 1.998 2.724 2.709 0.670
O 0.3926 -0.6536 1.1575 -0.584 -1.746 -0.832 -0.634
N 1.4494 -1.6053 2.8389 0.094 -0.906 -0.089 -0.416
H -0.1157 -3.7392 1.9000 0.454 0.102 0.407 0.337
H -1.4458 -2.7434 1.5981 0.418 0.641 -0.163 0.327
H 2.2423 -0.9884 2.7640 -0.364 0.249 -0.373 0.218
H 1.5348 -2.2670 3.5970 -0.227 -0.174 -0.402 0.175
H -0.8157 -2.6916 3.1902 0.399 -0.120 0.205 0.333
```
Forces are in eV/Å.

Output
Multiplicity: 2
⟨S²⟩: 0.75
Energy relative to the best compared isomer or geometry (same formula, charge and spin): 1.0501 eV

***

This record from OMol25 describes a cluster of 2 separate species, C4H13N4O in total in a non-equilibrium geometry. The level of theory is the ωB97M-V functional and the def2-TZVPD basis.

```
22
Properties=species:S:1:pos:R:3:forces:R:3:mulliken_charge:R:1
C 2.0785 -0.9972 1.5382 0.060 0.368 -0.055 -0.889
C -0.1430 -1.8229 0.7637 0.482 0.662 0.150 0.739
N -0.9150 -2.1064 -0.2790 0.557 0.415 0.339 -0.334
N 1.0378 -1.2629 0.5471 0.503 0.027 0.681 -0.138
N -0.5660 -1.9723 2.0190 -0.698 -1.205 1.454 -0.424
H -0.7096 -1.4752 -1.0381 -0.586 -0.158 -0.755 0.296
H -1.7727 -2.6120 -0.1766 -0.266 0.197 -0.123 0.229
H 1.2105 -0.7806 -0.3199 -0.392 -0.295 -0.456 0.269
H 0.0250 -2.1976 2.8032 0.688 0.431 -0.342 0.195
H -1.4598 -2.3815 2.2431 -0.288 0.019 -0.755 0.232
H 2.9877 -1.4565 1.1588 0.104 -0.100 0.323 0.296
H 1.8515 -1.3413 2.5425 -0.055 -0.338 -0.166 0.332
H 2.2652 0.0726 1.6470 -0.121 0.038 -0.204 0.313
C -0.9379 2.4140 -2.5545 0.623 -0.432 -0.914 -1.110
C -0.5609 1.7035 -1.3084 1.021 0.405 1.716 0.636
O -0.2037 0.5253 -1.2394 -0.466 -0.095 -0.524 -0.689
N -0.4367 2.4703 -0.1864 -0.480 0.000 -0.824 -0.338
H -1.9393 2.8243 -2.5911 -0.160 -0.049 0.167 0.346
H -0.7659 1.6940 -3.3555 -0.391 0.145 -0.102 0.311
H -0.1644 2.0453 0.6696 0.153 -0.336 0.412 0.189
H -0.6685 3.4433 -0.1569 -0.124 0.188 -0.159 0.192
H -0.2128 3.2136 -2.7264 -0.165 0.114 0.138 0.346
```
Forces are in eV/Å.

Output
Multiplicity: 1
Net charge: +1
Energy relative to the best compared isomer or geometry (same formula, charge and spin): 0.6746 eV

***

This record from OMol25 describes a cluster of 2 separate species, C4H13N5O in total in a non-equilibrium geometry. The level of theory is the ωB97M-V functional and the def2-TZVPD basis.

```
23
Properties=species:S:1:pos:R:3:forces:R:3:mulliken_charge:R:1
C -3.3383 0.3099 -0.0680 0.116 -0.703 0.014 0.770
C 2.0382 -0.8461 -0.6964 0.418 -0.384 -0.615 -0.556
C 3.3338 -0.0180 -0.8918 -0.171 -0.606 -0.867 -0.519
C 2.0935 0.5532 1.0218 -0.096 0.260 0.279 -0.334
N 1.3954 -0.3034 0.4637 -0.605 -0.032 0.442 -0.170
N -3.8401 1.5074 -0.3442 -0.227 0.078 -0.153 -0.349
N -2.1929 0.2109 0.5370 0.515 0.605 0.265 -0.692
N 3.4130 0.8056 0.3539 0.245 0.221 0.283 -0.131
N -1.7555 -1.1218 0.8316 -0.655 -0.326 -0.205 -0.010
O -3.9881 -0.7998 -0.4279 0.010 0.078 0.059 -0.490
H 1.3595 -0.7802 -1.5490 0.164 0.017 0.014 0.359
H 2.2391 -1.9065 -0.5154 0.013 0.122 -0.068 0.362
H 4.2099 -0.6542 -1.0032 0.037 0.211 0.136 0.327
H 3.2549 0.6327 -1.7627 0.096 0.072 0.220 0.311
H -0.7215 -1.0805 0.8838 -0.412 -0.041 -0.062 0.276
H 1.8449 1.1009 1.9132 0.108 0.220 0.217 0.479
H -3.3418 2.3281 -0.0473 0.026 0.049 0.053 0.237
H -4.7307 1.6284 -0.7996 0.085 -0.003 0.046 0.193
H 4.1817 0.5099 0.9721 -0.111 0.073 -0.126 0.379
H 3.5637 1.8051 0.1591 -0.057 -0.211 0.068 0.382
H -2.0669 -1.8122 0.1184 0.268 0.243 0.372 0.417
H -2.1329 -1.4318 1.7458 0.247 0.091 -0.374 0.413
H -4.8192 -0.6375 -0.8948 -0.016 -0.035 0.004 0.350
```
Forces are in eV/Å.

Output
Multiplicity: 1
Net charge: +2
Energy relative to the best compared isomer or geometry (same formula, charge and spin): 0.0000 eV